ORCA calculation (wB97M-V/def2-TZVPD) on C14H26I2N2Si as an isolated structure in a non-equilibrium geometry.

LUMO energy = 0.07 eV
total charge = 0
E_tot = -1543.303478 hartree
E_HOMO = -8.20 eV
gap between HOMO and LUMO = 8.27 eV
F_max = 2.9 eV/A

Geometry (Å):
H -4.927 -4.212 -3.179
H -2.675 0.938 -2.027
C -2.674 -1.148 0.509
C 4.736 3.853 1.298
H 6.471 2.370 2.794
I 0.169 2.900 1.909
H 0.819 4.859 -1.235
C 0.591 2.782 -0.262
H -5.189 -6.374 -1.927
H -3.707 -1.550 0.715
H -3.266 0.967 0.872
C 1.406 4.148 -0.590
H 4.714 4.862 3.161
H -5.126 -5.594 -4.265
H -1.820 -2.872 -0.627
C -3.334 -5.503 -1.272
N 4.223 3.554 0.300
H -3.787 -4.599 -0.858
C -2.310 0.410 0.617
H 3.833 2.690 4.320
H -3.205 -6.221 -0.459
H -1.620 0.497 1.505
C -1.993 -5.162 -1.836
H 2.427 3.900 -1.000
C 5.396 4.233 2.584
H -3.531 -4.888 -4.037
H 6.278 3.270 4.293
H -0.645 -0.156 -1.600
C -4.226 -6.099 -2.364
C -4.463 -5.139 -3.526
C -0.725 2.615 -1.131
H 4.863 1.251 4.314
H 1.279 1.892 -0.424
H -0.674 -2.101 0.741
H -1.431 3.451 -0.842
C -1.665 -2.095 0.200
C 5.767 2.975 3.372
N -0.951 -4.897 -2.276
H 1.613 4.709 0.377
H -3.774 -7.018 -2.750
H 4.049 1.746 2.836
I -0.213 2.930 -3.259
Si -1.547 0.889 -1.064
H 6.291 4.818 2.363
C 4.555 2.120 3.729

Atom charges from the Mulliken analysis, given in e for atoms 1 to 4: number 1, H, carries 0.302; number 2, H, carries -0.167; number 3, C, carries -0.267; number 4, C, carries 0.195